(1)
The ion C4H10NO2 with charge -1 at a distorted geometry. Source: the OMol25 dataset; level of theory: ωB97M-V/def2-TZVPD.

Each line ends with the natural charge from an NBO analysis.
Element x y z (Å)
O1 -0.4994 -1.2042 1.6554  -0.95
O2 3.1519 -0.2166 -0.6173  -0.81
N1 0.7536 -0.1653 -0.3055  -0.75
C1 1.7177 -0.3742 -1.3054  0.09
C2 -1.6979 0.3806 0.3688  -0.42
C3 -1.2704 -0.0537 1.7653  -0.06
C4 -0.4954 0.5915 -0.7132  -0.20
H1 0.3481 -0.7690 0.4658  0.46
H2 -0.7111 0.8194 2.2510  0.10
H3 -2.1348 -0.4085 2.3321  0.14
H4 1.9204 -1.3187 -1.7894  0.13
H5 -2.2181 1.3535 0.5332  0.17
H6 -0.3935 1.7348 -0.6997  0.15
H7 -2.3425 -0.3891 -0.1995  0.18
H8 -0.6954 0.3576 -1.8471  0.15
H9 2.7539 -0.6634 0.2088  0.46
H10 1.8131 0.3254 -2.1033  0.15

Atomic forces in eV per Å
O 0.46 0.29 0.09
O -2.97 -1.45 1.25
N -1.68 2.02 -2.06
C 2.47 0.10 1.79
C -0.23 -0.26 -2.52
C 1.50 -1.84 -0.68
C 0.51 1.26 0.02
H 0.54 -1.40 0.65
H -0.71 -0.58 -0.18
H -0.66 1.10 0.41
H -0.77 -1.05 0.15
H -0.04 -0.49 -0.79
H 0.65 -1.24 -0.15
H 0.39 1.03 1.56
H -0.46 0.15 2.11
H 1.78 1.24 -1.24
H -0.78 1.12 -0.40

## Properties
LUMO: 4.206 eV
E_tot: -9893.0253 eV
M: 104.13 u
charge: -1
largest force on an atom: 3.5 eV/A
relative energy (zero: lowest compared OMol25 entry of this formula, charge and spin): 426.5 kJ/mol

---

(2)
The molecule C13H19BrN2O3S at a distorted geometry. Source: the OMol25 dataset; level of theory: ωB97M-V/def2-TZVPD.

Each line ends with the natural charge from an NBO analysis.
Element x y z (Å)
Br1 4.6697 -0.9650 -0.3126  0.06
S1 -0.8193 -0.7953 0.5024  2.31
O1 0.1211 -1.3701 1.4140  -0.93
O2 -2.3727 0.6183 -1.7842  -0.66
O3 -2.1601 -0.5925 0.9723  -0.95
N1 -0.2559 0.7325 0.0332  -0.69
N2 -3.6712 1.5903 -0.2134  -0.60
C1 3.8192 1.6361 0.4614  -0.27
C2 2.0486 0.0800 -0.0829  -0.29
C3 1.5133 2.3181 0.5964  -0.28
C4 -4.9118 1.0046 -0.6798  -0.22
C5 2.8618 2.5993 0.7222  -0.18
C6 -1.2599 1.7717 -0.0067  -0.30
C7 -6.5778 -0.8623 -0.3010  -0.39
C8 3.3869 0.3824 0.0663  -0.04
C9 1.0871 1.0521 0.1898  0.27
C10 -2.4894 1.2341 -0.7425  0.71
C11 -0.8756 -1.7873 -1.0000  -0.87
C12 -7.0767 -1.9231 0.6723  -0.60
C13 -5.4085 -0.0740 0.2824  -0.41
H1 -7.4274 -1.4625 1.5932  0.20
H2 3.1710 3.5839 1.0388  0.22
H3 0.7950 3.0872 0.8297  0.21
H4 -7.3936 -0.1765 -0.5426  0.19
H5 -5.6566 1.7988 -0.7920  0.19
H6 1.7491 -0.9081 -0.3834  0.23
H7 4.8711 1.8497 0.5640  0.23
H8 0.1305 -2.0298 -1.3116  0.24
H9 -6.2610 -1.3410 -1.2296  0.20
H10 -0.8693 2.6100 -0.5921  0.24
H11 -5.7174 0.3925 1.2213  0.19
H12 -4.5751 -0.7441 0.5031  0.22
H13 -4.7032 0.5719 -1.6601  0.23
H14 -1.4256 -2.6872 -0.7537  0.25
H15 -1.3993 -1.2042 -1.7480  0.29
H16 -6.2756 -2.6149 0.9208  0.20
H17 -7.8979 -2.4872 0.2366  0.21
H18 -1.5265 2.1157 1.0000  0.20
H19 -3.6854 1.9426 0.7311  0.39

Atomic forces in eV per Å
Br -0.06 0.05 0.02
S 0.29 -0.37 0.05
O 0.18 -0.06 -0.21
O 0.02 -0.07 -0.24
O -0.12 0.06 -0.19
N -0.79 -0.81 0.16
N -0.22 0.28 0.20
C 0.01 0.01 0.02
C 0.22 0.14 0.01
C -0.35 -0.13 -0.04
C -0.14 -0.13 0.00
C 0.10 -0.07 -0.04
C -0.34 -0.06 -0.01
C 0.11 0.04 0.31
C 0.00 -0.12 -0.09
C 1.03 0.12 0.06
C -0.07 0.74 -0.08
C -0.04 0.54 0.50
C -0.02 0.13 -0.23
C -0.07 0.02 -0.40
H -0.05 0.00 0.13
H 0.01 0.09 0.02
H -0.10 0.07 0.02
H -0.03 0.00 -0.10
H 0.01 -0.11 -0.08
H 0.12 -0.07 -0.07
H 0.07 0.00 0.00
H 0.22 -0.01 0.01
H -0.01 0.04 -0.09
H -0.05 -0.12 0.08
H 0.03 -0.01 0.11
H -0.04 0.00 0.05
H -0.09 0.09 0.07
H -0.06 -0.14 0.18
H -0.02 0.02 -0.05
H 0.06 -0.11 0.07
H -0.08 -0.11 0.04
H 0.03 0.08 -0.12
H 0.19 -0.03 -0.06

## Properties
LUMO: 0.622 eV
E_tot: -103789.8988 eV
M: 363.28 u
largest force on an atom: 1.1 eV/A
relative energy (zero: lowest compared OMol25 entry of this formula, charge and spin): 46.9 kJ/mol

---

(3)
A structure of composition C6H11N2 at a distorted geometry. Source: the OMol25 dataset; level of theory: ωB97M-V/def2-TZVPD.

Each line ends with the natural charge from an NBO analysis.
Element x y z (Å)
N1 1.5403 -0.1186 -0.0788  -0.40
N2 -1.1064 0.0535 0.2065  -0.35
C1 2.0274 -1.4700 0.0334  -0.44
C2 1.9507 0.9806 -0.7477  0.36
C3 0.9974 1.8238 0.2138  -0.56
C4 0.3930 0.5376 0.3071  0.57
C5 -1.3113 -1.3010 -0.1983  -0.44
C6 -1.9935 1.1721 0.0085  -0.43
H1 -1.9424 1.6042 -1.0887  0.21
H2 -0.4578 -1.7960 0.1689  0.21
H3 1.4388 -2.0992 0.8495  0.25
H4 -1.7617 1.9217 0.7544  0.23
H5 -1.5870 -1.6284 -1.2017  0.23
H6 -2.1016 -1.8234 0.3356  0.24
H7 1.6080 2.2544 1.0518  0.31
H8 2.0810 -2.0446 -0.8808  0.26
H9 0.2395 2.5124 -0.0326  0.26
H10 3.0403 -1.3843 0.2476  0.25
H11 -3.0546 0.8053 0.0513  0.25

Atomic forces in eV per Å
N -0.68 -0.55 -0.30
N 6.50 2.73 0.11
C -1.73 -2.09 1.05
C -0.38 -0.34 0.67
C -0.33 1.41 1.15
C -4.77 -3.32 -0.03
C -0.96 -1.29 0.37
C -1.54 0.08 -2.53
H 0.22 -0.61 2.07
H 0.97 -1.00 -0.19
H 1.43 1.67 -1.69
H -0.40 0.23 -0.01
H 0.67 1.06 -0.65
H -0.40 0.66 0.75
H -0.47 -0.90 -0.68
H -0.82 0.16 -0.57
H -0.16 1.57 -1.15
H 1.83 0.13 1.11
H 1.02 0.41 0.51

## Properties
LUMO: -4.783 eV
E_tot: -9368.1006 eV
M: 111.17 u
charge: +1
largest force on an atom: 7.0 eV/A
relative energy (zero: lowest compared OMol25 entry of this formula, charge and spin): 640.1 kJ/mol

---

(4)
The molecule C4H12N2OSi at a distorted geometry. Source: the OMol25 dataset; level of theory: ωB97M-V/def2-TZVPD.

Each line ends with the natural charge from an NBO analysis.
Element x y z (Å)
Si1 0.0682 -0.4205 -0.3916  1.80
O1 2.3186 1.4646 2.0056  -0.33
N1 1.9045 0.7340 1.1343  0.25
N2 0.4166 0.7879 0.8232  -0.70
C1 -1.4935 0.1245 -1.2131  -1.15
C2 -0.3092 2.0055 1.3146  -0.43
C3 1.4119 -0.8117 -1.5975  -1.15
C4 -0.4301 -1.9134 0.6939  -1.11
H1 -0.4570 1.9419 2.4062  0.21
H2 0.1263 -1.9183 1.6376  0.24
H3 -2.2994 -0.1513 -0.3754  0.23
H4 2.3019 -0.5776 -1.0321  0.26
H5 -1.3018 1.9738 0.8634  0.21
H6 0.1969 2.9400 0.9646  0.21
H7 -1.6515 1.0956 -1.5703  0.24
H8 -0.2253 -2.7901 0.0461  0.23
H9 -1.7556 -0.4984 -2.0938  0.25
H10 -1.5043 -1.8522 0.9286  0.23
H11 1.4084 -1.8095 -1.9660  0.25
H12 1.2746 -0.3247 -2.5781  0.25

Atomic forces in eV per Å
Si -1.40 -0.86 0.50
O -1.42 -0.86 -1.73
N -2.04 0.64 0.99
N 3.75 2.26 1.23
C -2.16 -2.41 1.36
C 0.36 -0.95 -0.55
C -0.46 0.76 -0.38
C 0.24 0.21 -1.08
H 0.39 0.33 -0.45
H 0.04 -0.28 -0.33
H 1.33 0.88 -1.92
H 0.74 0.04 -0.60
H 0.05 0.03 -0.03
H -0.26 -0.77 0.62
H 0.01 1.71 -0.11
H -0.22 0.01 0.81
H 0.23 -0.07 0.57
H 0.35 -0.13 -0.10
H 0.07 -1.32 0.50
H 0.41 0.79 0.71

## Properties
LUMO: 0.538 eV
E_tot: -17246.2050 eV
M: 132.24 u
largest force on an atom: 4.5 eV/A
relative energy (zero: lowest compared OMol25 entry of this formula, charge and spin): 347.7 kJ/mol

---

(5)
A cluster of 2 separate species, C4H10N2O2 in total. Source: the OMol25 dataset; level of theory: ωB97M-V/def2-TZVPD.

Each line ends with the natural charge from an NBO analysis.
Element x y z (Å)
O1 0.2717 0.2945 1.0951  -0.55
O2 0.0230 0.5872 -3.9429  -0.61
N1 0.6549 -0.0363 -1.8623  -0.84
N2 0.0574 -2.0066 3.5384  -0.84
C1 0.6592 -0.2174 2.1172  0.45
C2 -0.1069 0.6839 -2.7447  0.68
C3 -0.2059 -0.5968 3.2856  -0.33
C4 -1.1906 1.5178 -2.0950  -0.72
H1 -0.7854 2.2027 -1.3485  0.22
H2 1.4859 -0.4555 -2.2533  0.39
H3 1.7254 -0.5007 2.1770  0.12
H4 -1.2429 -0.3037 3.1251  0.20
H5 -0.2151 -2.6354 2.7984  0.36
H6 -1.6478 2.1553 -2.8493  0.23
H7 0.2442 -0.0883 4.1462  0.22
H8 0.7918 0.3429 -0.9320  0.41
H9 -0.3401 -2.3706 4.3904  0.37
H10 -1.9307 0.8660 -1.6367  0.23

Atomic forces in eV per Å
O -0.26 0.16 0.29
O 0.03 0.01 -0.39
N 0.52 0.26 0.24
N 0.10 -0.44 -0.02
C 0.16 0.02 -0.79
C -0.17 -0.11 0.37
C 0.66 -0.47 0.30
C 0.14 0.53 -0.27
H 0.06 -0.27 0.23
H -0.13 -0.03 -0.16
H -0.03 -0.07 0.40
H -0.03 0.09 -0.02
H -0.16 0.17 -0.24
H -0.12 -0.26 -0.10
H -0.40 0.31 -0.02
H -0.31 -0.22 -0.04
H -0.03 0.27 0.15
H -0.04 0.05 0.08

## Properties
LUMO: 0.582 eV
E_tot: -11385.3339 eV
M: 118.14 u
largest force on an atom: 0.9 eV/A
relative energy (zero: lowest compared OMol25 entry of this formula, charge and spin): 151.4 kJ/mol

---

(6)
The ion CH3FNO2S with charge -1 at a distorted geometry. Source: the OMol25 dataset; level of theory: ωB97M-V/def2-TZVPD.

Each line ends with the natural charge from an NBO analysis.
Element x y z (Å)
S1 -1.1181 0.6050 -0.0110  2.09
F1 -0.7215 -2.0191 0.0880  -0.48
O1 -2.1773 0.8070 0.9706  -0.97
O2 -1.1483 1.5548 -1.1219  -0.98
N1 0.4961 0.7962 0.9831  -1.02
C1 -0.7358 -0.8801 -0.8867  -0.48
H1 1.1179 0.4127 0.1255  0.36
H2 0.3794 -0.0132 1.5266  0.34
H3 -1.7799 -0.9878 -1.3544  0.13

Atomic forces in eV per Å
S 1.68 1.16 0.20
F 0.00 0.89 -0.42
O 0.49 -0.65 0.01
O 0.33 -0.06 0.83
N -0.48 0.32 -5.07
C -1.71 -1.05 0.55
H -1.44 1.08 2.54
H -0.04 -1.58 1.26
H 1.17 -0.13 0.12

## Properties
LUMO: 4.161 eV
E_tot: -20222.0545 eV
M: 112.11 u
charge: -1
largest force on an atom: 5.1 eV/A
relative energy (zero: lowest compared OMol25 entry of this formula, charge and spin): 262.4 kJ/mol